This record from the OMol25 dataset describes a 8-piece molecular cluster, C29H58Cl2O21 overall. The level of theory is wB97M-V/def2-TZVPD.

```
110
Properties=species:S:1:pos:R:3
C 16.8788 4.9897 33.2841
Cl 18.2333 3.9019 33.7521
Cl 15.6627 4.1335 32.3028
H 16.3873 5.3155 34.2008
H 17.3339 5.8126 32.7329
C 12.3438 -2.6103 30.2003
C 12.7960 -2.3295 31.6046
O 13.2799 -1.0282 31.6604
C 14.4183 -0.7194 31.0344
O 15.1649 -1.5902 30.5674
O 14.5059 0.5421 30.9334
C 15.7395 1.1458 30.4874
H 12.2109 -3.6736 30.0007
H 13.0502 -2.3037 29.4290
H 11.3929 -2.1256 29.9792
H 13.5472 -2.9677 32.0699
H 11.8910 -2.3734 32.2106
H 15.7280 2.1688 30.1115
H 16.1940 0.5244 29.7158
H 16.4166 1.1570 31.3415
C 22.0607 8.6609 30.0582
C 22.3725 7.7015 31.1847
O 22.2548 6.3930 30.7340
C 21.2425 5.6139 31.1240
O 20.1513 5.9290 31.6191
O 21.4793 4.4294 30.6382
C 20.4770 3.4278 30.6736
H 22.8772 8.7150 29.3381
H 22.0216 9.6999 30.3853
H 21.1266 8.4260 29.5479
H 21.7411 7.8343 32.0633
H 23.3991 7.8639 31.5132
H 20.9353 2.4682 30.4347
H 19.5836 3.6984 30.1108
H 20.1389 3.3625 31.7078
C 12.5273 7.3112 35.2035
C 12.9420 5.8653 34.8341
O 11.9035 5.0826 34.2536
C 11.6555 5.2411 32.9859
O 12.2994 5.9268 32.1835
O 10.6025 4.4683 32.6667
C 10.0596 4.4973 31.3794
H 13.3344 7.7500 35.7901
H 11.5454 7.3827 35.6713
H 12.4038 7.8777 34.2804
H 13.4177 5.3016 35.6366
H 13.6828 5.9796 34.0427
H 8.9845 4.6656 31.4414
H 10.2186 3.5558 30.8537
H 10.4548 5.2394 30.6857
C 8.5168 4.0088 26.5382
C 9.5969 2.8748 26.7099
O 10.6048 3.0940 27.7036
C 11.4556 4.0995 27.7866
O 11.5765 4.9510 26.9203
O 12.1332 3.9115 28.8898
C 13.1459 4.8800 29.2109
H 7.9581 3.9616 25.6034
H 8.9665 5.0016 26.5542
H 7.8265 3.9206 27.3771
H 10.0681 2.7386 25.7365
H 9.0903 1.9155 26.8162
H 13.6626 4.6505 30.1427
H 12.6160 5.8143 29.3965
H 13.8601 5.1241 28.4245
C 18.2658 4.4986 37.2381
C 16.8243 4.4362 37.7832
O 15.9011 4.4672 36.6425
C 15.6154 3.2641 36.0440
O 16.1016 2.1879 36.3870
O 14.5941 3.3592 35.1225
C 13.8400 2.2533 34.6425
H 18.4386 5.1811 36.4060
H 18.4697 3.4985 36.8555
H 19.0426 4.6542 37.9867
H 16.7233 5.3140 38.4215
H 16.6727 3.6020 38.4682
H 12.7612 2.4074 34.6188
H 14.1339 1.2898 35.0588
H 14.0171 2.2279 33.5673
C 18.1596 6.8788 28.5682
C 17.0620 6.1347 29.3844
O 15.9907 7.0100 29.5797
C 15.8733 7.8383 30.6458
O 16.7698 8.1664 31.4164
O 14.5374 8.1362 30.7620
C 14.0556 9.0947 31.7086
H 18.7320 7.4892 29.2667
H 17.8353 7.5136 27.7436
H 18.9402 6.2004 28.2241
H 17.3646 5.5876 30.2773
H 16.6913 5.2859 28.8097
H 14.3912 10.1232 31.5757
H 14.2753 8.7896 32.7317
H 12.9678 9.1458 31.6605
C 23.4057 -0.5202 31.9863
C 21.8911 -0.5033 31.7087
O 21.0685 0.4098 32.4112
C 20.5960 0.0990 33.6070
O 20.9064 -0.9262 34.2729
O 19.7284 1.0206 33.9073
C 18.9316 0.9599 35.0692
H 23.9801 -1.2290 31.3897
H 23.5757 -0.7484 33.0385
H 23.7997 0.4638 31.7319
H 21.4498 -1.5000 31.6995
H 21.8825 -0.2337 30.6526
H 18.9076 2.0053 35.3769
H 19.2942 0.3855 35.9216
H 17.9325 0.6808 34.7343
```

## Properties
Total charge: +1
Multiplicity: 2
Orbital gap (spin up / spin down) (Eh): 0.33551 / 0.07443
HOMO (spin up / spin down) (Eh): -0.43975 / -0.43975
Total energy (hartree): -3639.7963
⟨S²⟩: 0.757

Here are the Mulliken charges for atoms 1 to 5, given in e:
1 C -0.48
2 Cl -0.06
3 Cl 0.17
4 H 0.31
5 H 0.33